{"formula": "C37H84Cl2N2O10P3", "method": "ωB97M-V/def2-TZVPD", "species": ["C", "C", "C", "C", "C", "C", "C", "C", "C", "C", "C", "C", "N", "N", "P", "P", "O", "O", "O", "C", "C", "Cl", "C", "C", "Cl", "C", "P", "C", "C", "C", "C", "C", "C", "H", "H", "H", "H", "H", "H", "H", "H", "H", "H", "H", "H", "H", "H", "H", "H", "H", "H", "H", "H", "H", "H", "H", "H", "H", "H", "H", "H", "H", "H", "H", "H", "H", "H", "H", "H", "H", "H", "H", "H", "H", "H", "C", "C", "O", "H", "H", "H", "H", "H", "H", "C", "C", "O", "H", "H", "H", "H", "H", "H", "C", "C", "O", "H", "H", "H", "H", "H", "H", "C", "C", "O", "H", "H", "H", "H", "H", "H", "C", "C", "O", "H", "H", "H", "H", "H", "H", "C", "C", "O", "H", "H", "H", "H", "H", "H", "C", "C", "O", "H", "H", "H", "H", "H", "H"], "coordinates": [[4.681, 1.258, 0.751], [3.839, -0.033, 1.048], [4.784, -1.265, 1.290], [4.932, -2.199, 0.034], [6.063, -1.726, -0.971], [5.590, -1.656, -2.479], [4.484, -0.593, -2.781], [3.469, -1.068, -3.921], [1.946, -0.980, -3.472], [1.189, 0.134, -4.261], [-0.329, 0.381, -3.860], [-0.748, -0.253, -2.518], [-0.661, 0.497, -1.433], [-1.002, -0.058, -0.300], [-0.913, 1.052, 1.121], [-1.836, 2.946, 0.506], [-3.256, 2.716, 0.155], [-1.768, 4.041, 1.712], [-1.030, 3.577, -0.786], [-1.411, -1.307, -0.002], [-1.714, -1.719, 1.416], [-3.332, -1.400, 2.107], [-0.828, -2.291, 2.238], [0.617, -2.603, 1.791], [-1.223, -2.708, 3.913], [-1.550, -2.242, -1.146], [-2.094, -4.001, -1.035], [-0.664, -5.202, -1.096], [0.774, -4.561, -1.187], [-3.275, -4.330, 0.355], [-4.681, -3.620, 0.166], [-1.192, -1.641, -2.412], [-1.248, -2.520, -3.681], [5.531, 1.074, 0.059], [4.056, 2.060, 0.294], [5.120, 1.634, 1.701], [3.258, 0.195, 1.973], [3.077, -0.206, 0.248], [4.321, -1.862, 2.102], [5.776, -0.875, 1.601], [5.213, -3.206, 0.426], [3.995, -2.292, -0.563], [6.487, -0.744, -0.659], [6.880, -2.474, -0.881], [5.283, -2.700, -2.732], [6.526, -1.474, -3.062], [5.016, 0.313, -3.164], [3.957, -0.241, -1.864], [3.771, -2.113, -4.151], [3.653, -0.427, -4.805], [1.481, -1.958, -3.740], [1.953, -0.857, -2.368], [1.172, -0.118, -5.348], [1.742, 1.097, -4.171], [-1.030, 0.034, -4.652], [-0.496, 1.482, -3.795], [0.459, 1.398, 1.341], [-1.659, 4.907, 1.233], [-1.667, 3.568, -1.521], [1.261, -2.924, 2.639], [1.039, -1.693, 1.322], [0.558, -3.478, 1.112], [-0.800, -5.798, -2.029], [-0.688, -5.958, -0.276], [1.253, -4.702, -2.178], [0.834, -3.494, -0.896], [1.424, -5.111, -0.463], [-3.502, -5.422, 0.315], [-2.857, -4.168, 1.373], [-4.587, -2.744, -0.509], [-5.085, -3.273, 1.143], [-5.436, -4.347, -0.210], [-0.975, -1.975, -4.603], [-0.453, -3.295, -3.544], [-2.231, -3.029, -3.733], [-3.545, 7.982, -0.852], [-2.953, 6.590, -0.769], [-2.102, 6.478, 0.381], [-2.754, 8.732, -0.910], [-4.188, 8.079, -1.728], [-4.134, 8.206, 0.042], [-2.349, 6.378, -1.651], [-3.741, 5.835, -0.700], [-2.642, 6.658, 1.161], [3.118, 1.751, 6.191], [3.102, 1.738, 4.676], [3.934, 0.687, 4.180], [4.136, 1.887, 6.559], [2.493, 2.553, 6.581], [2.756, 0.799, 6.588], [3.482, 2.680, 4.282], [2.080, 1.592, 4.300], [3.587, -0.142, 4.527], [-4.175, 0.450, 5.639], [-3.123, 1.541, 5.664], [-1.961, 1.128, 4.942], [-3.783, -0.470, 6.077], [-5.067, 0.750, 6.192], [-4.461, 0.219, 4.609], [-2.819, 1.759, 6.688], [-3.507, 2.462, 5.215], [-2.233, 0.946, 4.035], [-0.746, 7.558, 3.390], [0.365, 6.540, 3.211], [0.286, 5.530, 4.212], [-0.686, 8.024, 4.375], [-0.685, 8.337, 2.628], [-1.726, 7.076, 3.324], [1.339, 7.019, 3.299], [0.301, 6.064, 2.226], [-0.574, 5.101, 4.124], [-4.636, -7.819, 3.577], [-4.027, -7.453, 2.238], [-2.785, -6.771, 2.422], [-4.800, -6.923, 4.180], [-5.589, -8.334, 3.446], [-3.963, -8.467, 4.144], [-4.692, -6.789, 1.685], [-3.851, -8.349, 1.634], [-2.197, -7.364, 2.902], [6.730, 0.310, -7.618], [5.984, -0.870, -7.025], [4.576, -0.638, -7.050], [6.504, 1.222, -7.064], [7.808, 0.142, -7.595], [6.424, 0.480, -8.653], [6.276, -1.023, -5.985], [6.200, -1.786, -7.583], [4.318, -0.513, -7.969], [-6.869, 2.151, -1.177], [-6.238, 2.415, -2.531], [-5.003, 3.108, -2.379], [-7.041, 3.089, -0.647], [-7.820, 1.626, -1.284], [-6.204, 1.548, -0.553], [-6.894, 3.034, -3.144], [-6.054, 1.475, -3.064], [-4.421, 2.555, -1.843]], "mulliken_charge": [-1.6343, 1.2926, -1.0106, -0.0587, -1.0563, -0.7978, -0.0843, -0.6877, 0.7286, -0.6552, -1.2920, 0.4685, -1.0629, 1.8199, -0.2841, 0.9306, -0.6395, -0.2452, -0.5149, 0.0694, -0.6460, -0.0632, 0.5895, -0.4403, -0.1547, 0.8601, -0.0523, -0.5217, -0.9076, 0.0098, -1.3005, 0.4659, -2.3595, 0.2973, 0.3317, 0.4184, 0.0024, -0.4520, 0.3903, 0.3850, 0.4603, -0.1718, 0.3777, 0.3562, 0.4087, 0.2595, 0.4076, -0.0970, 0.4865, 0.1635, -0.2857, -0.2967, 0.2257, 0.3676, 0.5041, 0.3258, -0.0684, 0.3318, 0.3250, 0.6394, -0.1529, -0.1057, 0.4656, 0.4459, 0.4062, -0.0845, 0.3874, 0.2368, 0.3429, 0.3366, 0.3105, 0.3376, 0.3333, 0.2647, 0.5538, -1.2897, -0.1972, -0.4701, 0.3121, 0.3786, 0.3584, 0.2842, 0.2990, 0.2485, -1.2273, 0.0741, -0.4446, 0.3217, 0.3527, 0.3498, 0.2853, 0.0274, 0.2632, -0.8422, -0.2463, -0.3544, 0.2172, 0.3846, 0.1498, 0.3269, 0.2220, 0.1347, -0.8680, -0.1186, -0.5026, 0.3326, 0.3161, 0.1456, 0.3395, 0.1004, 0.3015, -1.1870, -0.0425, -0.4773, 0.3074, 0.3412, 0.3413, 0.2396, 0.2743, 0.2721, -1.1108, 0.0252, -0.4839, 0.2886, 0.3320, 0.3299, 0.0944, 0.2949, 0.2709, -0.8961, -0.2141, -0.4488, 0.2429, 0.3791, 0.1808, 0.2910, 0.2398, 0.2137], "charge": 1, "lumo_ev": -4.1481, "total_energy_ev": -116089.363, "gap_ev": 6.60}